{"formula": "C24H35NO4", "method": "ωB97M-V/def2-TZVPD", "symbols": ["C", "C", "O", "C", "O", "C", "C", "O", "N", "C", "C", "C", "C", "C", "C", "C", "C", "C", "C", "C", "C", "C", "C", "C", "C", "C", "C", "C", "O", "H", "H", "H", "H", "H", "H", "H", "H", "H", "H", "H", "H", "H", "H", "H", "H", "H", "H", "H", "H", "H", "H", "H", "H", "H", "H", "H", "H", "H", "H", "H", "H", "H", "H", "H"], "coordinates": [[-2.30363, -3.14895, 2.67081], [-1.10561, -2.22932, 2.51068], [-1.52603, -1.07537, 1.80209], [-0.53624, -0.10928, 1.61489], [0.55766, -0.62576, 0.89726], [0.39155, -0.68303, -0.46948], [1.47436, -1.41035, -1.19136], [1.46042, -1.56724, -2.39800], [2.46119, -1.86149, -0.38518], [3.73606, -2.29925, -0.90012], [4.82754, -1.29975, -0.60634], [6.10379, -1.72243, -0.25982], [7.09899, -0.79953, 0.01110], [6.82567, 0.55649, -0.05061], [5.55507, 0.98586, -0.39473], [4.56434, 0.06285, -0.67505], [-0.57988, -0.06157, -1.13436], [-1.61392, 0.80130, -0.48749], [-3.03389, 0.18188, -0.55048], [-3.30321, -0.54239, -1.87128], [-4.70575, -1.14587, -1.87765], [-5.76440, -0.07141, -1.65715], [-5.49747, 0.66171, -0.34750], [-4.09683, 1.26615, -0.35586], [-1.20096, 1.11368, 0.96452], [-0.34176, 2.37999, 1.09404], [1.01369, 2.33756, 0.39330], [1.74509, 3.67026, 0.52331], [3.00599, 3.54839, -0.09853], [-3.09474, -2.63728, 3.21207], [-2.68080, -3.43532, 1.69305], [-2.01381, -4.04152, 3.21786], [-0.30374, -2.73642, 1.95802], [-0.70942, -1.92678, 3.49270], [-0.09762, 0.16860, 2.59333], [2.41510, -1.60334, 0.58926], [3.99220, -3.27626, -0.47631], [3.60504, -2.40964, -1.98250], [6.32015, -2.78024, -0.20473], [8.08901, -1.14084, 0.27710], [7.60204, 1.27492, 0.16857], [5.32206, 2.03864, -0.44477], [3.57961, 0.40980, -0.95161], [-0.58079, -0.15947, -2.20764], [-1.64814, 1.74395, -1.04818], [-3.11200, -0.54609, 0.26091], [-2.57289, -1.33976, -2.01372], [-3.20586, 0.16110, -2.70183], [-4.88209, -1.65360, -2.82835], [-4.77877, -1.89118, -1.08211], [-6.75857, -0.52309, -1.63852], [-5.73640, 0.64192, -2.48420], [-6.24020, 1.44933, -0.20071], [-5.58311, -0.03967, 0.48554], [-4.02413, 1.98952, -1.17272], [-3.92876, 1.80423, 0.57932], [-2.10574, 1.28265, 1.55591], [-0.92080, 3.21561, 0.69160], [-0.18008, 2.57901, 2.15750], [0.89287, 2.11476, -0.66702], [1.64584, 1.56372, 0.82872], [1.15572, 4.46661, 0.04529], [1.86705, 3.92667, 1.58676], [3.45993, 4.39630, -0.05958]], "atomic_forces_ev_per_a": [[0.29, 0.35, -0.07], [0.09, -0.25, 0.09], [-0.02, -0.02, -0.13], [-0.31, 0.52, 0.66], [0.17, -0.13, -0.39], [-0.51, 0.32, -0.23], [0.01, -0.21, 0.06], [-0.02, 0.10, -0.15], [0.10, -0.05, 0.34], [0.00, -0.15, -0.26], [0.01, -0.02, 0.07], [-0.09, -0.02, -0.05], [0.11, 0.01, 0.02], [0.10, 0.03, 0.02], [-0.01, 0.08, -0.02], [0.01, -0.03, -0.01], [0.26, -0.13, 0.21], [-0.12, -0.24, 0.35], [0.08, 0.29, -0.36], [-0.11, -0.26, 0.34], [0.00, 0.22, -0.29], [-0.03, -0.23, 0.25], [-0.02, 0.25, -0.23], [-0.04, -0.29, 0.28], [0.11, -0.03, -0.01], [0.12, -0.25, -0.05], [0.16, 0.48, 0.07], [-0.46, -0.10, 0.19], [0.40, -0.01, -0.20], [-0.11, 0.00, 0.08], [-0.06, -0.08, -0.09], [-0.01, -0.11, 0.05], [-0.09, 0.08, 0.10], [-0.01, -0.04, -0.10], [-0.11, -0.08, -0.24], [-0.06, 0.02, -0.08], [0.02, 0.10, -0.12], [0.04, -0.09, 0.18], [0.01, -0.11, 0.03], [0.07, -0.02, 0.03], [0.06, 0.06, 0.02], [-0.02, 0.09, 0.00], [-0.11, 0.05, 0.00], [0.12, -0.11, -0.11], [0.01, 0.03, -0.01], [-0.03, 0.02, -0.05], [0.06, 0.03, -0.08], [0.07, 0.06, -0.12], [-0.01, -0.09, 0.04], [-0.01, -0.09, 0.02], [-0.04, 0.04, -0.07], [-0.04, 0.04, -0.07], [-0.03, -0.03, 0.08], [-0.05, -0.02, 0.08], [0.05, 0.09, -0.05], [0.04, 0.10, 0.01], [0.06, -0.03, -0.02], [-0.05, 0.04, 0.06], [-0.04, 0.07, 0.05], [0.04, -0.02, -0.03], [0.04, -0.05, -0.04], [0.01, -0.07, 0.08], [-0.07, -0.01, -0.09], [-0.05, -0.07, 0.00]], "spin_multiplicity": 1, "e_lumo_ha": 0.02540, "homo_ev": -8.808, "total_charge": 0, "smiles": "CCO[C@H]1OC(C(=O)NCc2ccccc2)=C[C@@H](C2CCCCC2)[C@@H]1CCCO"}

=====

{"formula": "C24H36AsCaF9NO20", "method": "ωB97M-V/def2-TZVPD", "symbols": ["Ca", "As", "F", "F", "F", "F", "F", "F", "C", "O", "O", "C", "F", "F", "F", "C", "C", "H", "H", "H", "H", "H", "H", "N", "O", "O", "O", "C", "C", "C", "O", "C", "O", "O", "H", "H", "H", "H", "H", "H", "C", "C", "C", "O", "C", "O", "O", "H", "H", "H", "H", "H", "H", "C", "C", "C", "O", "C", "O", "O", "H", "H", "H", "H", "H", "H", "C", "C", "C", "O", "C", "O", "O", "H", "H", "H", "H", "H", "H", "C", "C", "C", "O", "C", "O", "O", "H", "H", "H", "H", "H", "H"], "coordinates": [[-0.39311, 0.67763, 0.26927], [-3.60348, 3.01130, -1.59092], [-2.84608, 2.40291, -3.07442], [-2.63759, 1.87499, -0.67495], [-4.41770, 3.65455, -0.22097], [-4.48892, 4.10137, -2.62971], [-4.80222, 1.75470, -1.72632], [-2.35309, 4.16161, -1.39333], [2.15144, 2.80269, -0.73540], [2.40898, 4.18776, -0.63668], [0.82975, 2.63642, -0.43245], [2.45614, 2.20869, -2.12339], [2.08028, 3.05389, -3.10430], [3.81918, 2.09730, -2.33255], [1.93093, 1.02700, -2.35599], [3.76804, 4.54691, -0.65138], [4.29691, 5.00283, -2.03334], [3.71544, 4.70466, -2.90042], [4.44892, 6.08209, -2.00190], [5.29366, 4.57564, -2.20658], [4.47818, 3.83925, -0.21203], [3.80966, 5.44234, -0.02319], [2.59877, 2.14587, 0.03916], [-1.84678, 2.97073, 2.51467], [-2.66972, 2.90383, 3.45237], [-1.34757, 1.87642, 2.09894], [-1.50233, 4.03970, 2.04377], [5.95432, -0.38352, -0.05880], [4.75623, -0.85774, -0.83068], [4.38825, -2.37441, -0.70059], [3.03253, -2.34180, -0.23181], [2.56109, -1.08784, -0.28042], [1.42880, -0.80355, -0.05560], [3.53886, -0.21118, -0.46480], [6.82939, -0.98176, -0.28018], [5.68018, -0.34735, 1.00019], [6.04780, 0.68091, -0.28892], [4.82926, -0.68516, -1.90657], [4.99438, -2.85007, 0.07071], [4.37869, -2.93694, -1.63021], [-6.49098, -2.21235, -0.61612], [-5.69650, -1.05450, -0.06260], [-5.34346, -1.13887, 1.42362], [-3.96046, -0.86213, 1.47268], [-3.45954, -0.80763, 0.22606], [-2.30966, -0.65755, -0.03261], [-4.43519, -0.82813, -0.68943], [-6.80501, -2.08872, -1.65033], [-7.36781, -2.22793, 0.03682], [-5.93131, -3.14943, -0.58179], [-6.25167, -0.12164, -0.19275], [-5.62751, -2.08799, 1.88733], [-5.89116, -0.36775, 1.96438], [4.88004, 0.54667, 4.80400], [3.53854, -0.08607, 4.58687], [2.28908, 0.41695, 5.36674], [1.51545, 1.04615, 4.37829], [1.89887, 0.67200, 3.13153], [1.33504, 0.94005, 2.14781], [3.10177, 0.04219, 3.19600], [5.34331, 0.16480, 5.71747], [5.01650, 1.62153, 4.71254], [5.52119, 0.10075, 4.03167], [3.64912, -1.17275, 4.51376], [2.65981, 1.04485, 6.16804], [1.79117, -0.50535, 5.66346], [-0.31092, -5.69015, 1.22375], [-1.22780, -4.49158, 1.46676], [-1.73028, -4.23230, 2.88643], [-1.48785, -2.83557, 3.09577], [-0.77930, -2.33108, 2.06296], [-0.38732, -1.22079, 1.99654], [-0.54990, -3.28049, 1.13757], [0.03204, -6.12965, 2.15735], [0.52983, -5.34711, 0.62213], [-0.84158, -6.40823, 0.60076], [-2.08281, -4.55443, 0.78829], [-1.30867, -4.86534, 3.67133], [-2.80930, -4.33014, 3.02628], [-4.23910, -0.41419, -4.73407], [-2.81671, -0.83460, -4.51930], [-1.73826, -0.06065, -5.28935], [-0.67666, -0.03031, -4.32755], [-1.21645, -0.13818, -3.08052], [-0.62963, 0.11233, -2.09325], [-2.42298, -0.71793, -3.16679], [-4.57624, -0.48814, -5.76864], [-4.24396, 0.68024, -4.59170], [-4.98919, -0.71536, -4.00812], [-2.64570, -1.88706, -4.79240], [-2.00207, 0.97797, -5.49277], [-1.41625, -0.59711, -6.17520]], "atomic_forces_ev_per_a": [[0.19, 2.51, 0.24], [0.77, 0.72, -0.71], [-0.03, -0.29, 0.17], [-0.07, -0.14, 0.26], [-0.15, -0.36, 0.25], [-0.25, -0.26, 0.13], [-0.37, 0.01, -0.17], [0.04, 0.10, -0.21], [-3.70, -1.42, 1.81], [1.30, -0.74, -0.24], [0.24, -0.95, -0.92], [0.81, 2.08, -0.16], [-0.52, -0.32, -0.19], [0.29, -0.57, 0.15], [-0.10, -0.54, -0.12], [0.07, 1.33, -0.40], [0.95, -0.15, 0.21], [-0.36, 0.12, 0.26], [-0.25, 0.06, -0.34], [-0.04, 0.01, 0.05], [-0.46, -0.49, 0.05], [0.09, -0.12, 0.19], [1.59, 0.68, -0.30], [-0.39, -0.08, 0.75], [0.04, -0.05, -0.14], [0.08, -0.48, -0.50], [0.17, 0.03, -0.24], [-1.33, 1.07, 0.39], [-0.59, -1.45, -1.50], [-0.23, 0.69, 0.90], [0.03, -0.50, -0.37], [0.14, 0.24, 0.96], [-0.11, -0.35, -0.43], [0.34, 0.33, 0.18], [0.18, 0.11, 0.06], [0.30, -0.57, 0.09], [0.61, -0.14, -0.28], [0.50, 0.38, 0.06], [0.00, -0.22, -0.13], [0.35, 0.09, -0.07], [0.29, 0.08, 0.16], [-0.25, 1.04, -0.17], [-0.87, 0.29, 0.10], [0.41, -0.68, 0.20], [-0.93, 1.05, -0.16], [0.26, -0.81, 0.12], [0.34, -1.00, -0.02], [-0.03, 0.33, 0.03], [-0.13, -0.49, -0.24], [-0.07, -0.03, 0.33], [-0.05, -0.11, -0.31], [0.53, -0.21, -0.10], [0.26, 0.09, 0.13], [1.12, -0.80, -0.56], [-0.70, -0.54, -1.59], [1.54, -1.65, -1.07], [-0.45, 0.43, 0.21], [1.25, 0.45, 1.39], [-0.58, 0.07, -1.25], [-0.11, 0.66, 0.04], [-0.30, 0.29, 0.26], [-0.59, 0.10, 0.18], [0.00, 0.23, -0.04], [0.19, 0.00, 1.45], [-0.76, 0.36, 0.15], [-0.39, 0.39, 0.74], [-0.35, 0.44, -0.23], [-0.31, -0.20, -0.37], [-0.91, 0.32, 0.44], [0.41, -0.29, 0.14], [-0.08, -0.65, 0.13], [0.09, 0.57, 0.21], [0.14, 0.11, -0.01], [0.10, -0.13, -0.07], [0.14, 0.00, 0.17], [0.05, -0.30, 0.28], [0.03, 0.02, 0.01], [0.61, 0.31, -0.10], [-0.01, -0.26, -0.44], [-0.14, 2.34, -0.02], [0.17, -1.30, -0.88], [-0.17, 0.31, 0.80], [0.06, 0.32, 0.12], [-0.17, -0.79, -1.49], [0.52, 0.15, 0.89], [-0.18, 0.64, 0.70], [0.05, -0.68, 0.03], [0.07, -0.11, 0.16], [0.22, -0.76, -0.06], [-0.32, -0.05, 0.16], [-0.20, -0.07, -0.19], [0.12, 0.12, -0.09]], "spin_multiplicity": 1, "e_lumo_ha": 0.06003, "homo_ev": -4.063, "total_charge": -1}

=====

Table of HOMO-LUMO gap (eV), in record order: 9.50, 5.70
Table of relative energy (zero: lowest compared OMol25 entry of this formula, charge and spin) (kcal per mole), in record order: 0.0, 16.0